1) {
  "formula": "C4H12S",
  "method": "ωB97M-V with the def2-TZVPD basis set",
  "lumo_energy_ev": 0.988,
  "smiles": "CSC.CC",
  "molar_mass_g_mol": 92.207,
  "elements": ["C", "S", "C", "H", "H", "H", "H", "H", "H", "C", "C", "H", "H", "H", "H", "H", "H"],
  "positions_angstrom": [[-0.417, 1.022, -2.227], [0.311, 1.468, -0.608], [-1.038, 2.284, 0.201], [-1.129, 0.200, -2.195], [-1.020, 1.868, -2.573], [0.388, 0.897, -2.944], [-1.306, 3.223, -0.300], [-0.675, 2.631, 1.176], [-1.960, 1.758, 0.429], [0.264, -1.867, 1.653], [1.401, -1.979, 0.621], [0.162, -0.804, 1.870], [-0.655, -2.376, 1.384], [0.616, -2.283, 2.601], [1.826, -2.975, 0.509], [2.199, -1.262, 0.788], [1.033, -1.806, -0.387]],
  "mulliken_charge": [-0.875, -0.045, -0.957, 0.268, 0.327, 0.305, 0.363, 0.299, 0.308, -0.720, -0.797, 0.179, 0.280, 0.283, 0.339, 0.259, 0.184]
}

2) {
  "formula": "C4H12S",
  "method": "ωB97M-V with the def2-TZVPD basis set",
  "lumo_energy_ev": 1.106,
  "smiles": "CSC.CC",
  "molar_mass_g_mol": 92.207,
  "elements": ["C", "S", "C", "H", "H", "H", "H", "H", "H", "C", "C", "H", "H", "H", "H", "H", "H"],
  "positions_angstrom": [[-1.718, 0.723, 1.760], [-1.125, 1.401, 0.185], [-1.550, 3.149, 0.314], [-2.553, 1.313, 2.128], [-1.996, -0.310, 1.569], [-0.895, 0.684, 2.474], [-2.223, 3.358, 1.157], [-2.072, 3.432, -0.595], [-0.671, 3.761, 0.496], [1.181, -2.103, -0.841], [2.524, -2.323, -1.544], [0.881, -2.977, -0.251], [1.247, -1.291, -0.110], [0.411, -1.840, -1.558], [3.328, -2.376, -0.817], [2.776, -1.433, -2.137], [2.457, -3.167, -2.229]],
  "mulliken_charge": [-0.817, -0.031, -0.813, 0.336, 0.275, 0.253, 0.232, 0.292, 0.272, -0.721, -0.882, 0.299, 0.200, 0.272, 0.286, 0.273, 0.275]
}

Tell me which of them is the least stable. Sure, it is 1).

1) {
  "formula": "C18H56BF4N10O9",
  "method": "ωB97M-V with the def2-TZVPD basis set",
  "lumo_energy_ev": 2.031,
  "molar_mass_g_mol": 643.511,
  "total_charge": -1,
  "elements": ["B", "F", "F", "F", "F", "C", "C", "C", "O", "C", "N", "H", "H", "H", "H", "H", "H", "H", "H", "H", "H", "H", "C", "C", "C", "O", "C", "N", "H", "H", "H", "H", "H", "H", "H", "H", "H", "H", "H", "C", "C", "O", "H", "H", "H", "H", "H", "H", "C", "C", "O", "H", "H", "H", "H", "H", "H", "C", "C", "O", "H", "H", "H", "H", "H", "H", "C", "O", "N", "N", "H", "H", "H", "H", "C", "O", "N", "N", "H", "H", "H", "H", "C", "O", "N", "N", "H", "H", "H", "H", "C", "O", "N", "N", "H", "H", "H", "H"],
  "positions_angstrom": [[-14.278, 10.163, -6.108], [-13.017, 10.145, -6.651], [-14.636, 8.871, -5.728], [-14.271, 10.974, -4.981], [-15.282, 10.745, -6.886], [-13.126, 8.252, -3.250], [-12.428, 7.714, -2.003], [-12.632, 6.176, -1.811], [-12.450, 5.408, -3.010], [-13.632, 5.149, -3.780], [-10.977, 7.898, -2.103], [-13.173, 9.337, -3.148], [-14.186, 8.008, -3.321], [-12.550, 8.009, -4.142], [-12.832, 8.215, -1.123], [-13.577, 5.842, -1.380], [-11.840, 5.904, -1.112], [-14.412, 5.907, -3.705], [-14.084, 4.256, -3.346], [-13.350, 4.960, -4.815], [-10.843, 8.838, -2.452], [-10.707, 7.243, -2.826], [-15.425, 10.199, -0.262], [-14.721, 11.047, -1.327], [-15.462, 12.368, -1.720], [-15.840, 13.291, -0.675], [-14.721, 13.740, 0.119], [-13.390, 11.311, -0.905], [-14.753, 9.404, 0.064], [-16.339, 9.738, -0.636], [-15.572, 10.844, 0.604], [-14.756, 10.516, -2.281], [-16.413, 12.158, -2.210], [-14.862, 12.902, -2.459], [-14.974, 14.684, 0.603], [-13.885, 14.011, -0.527], [-14.490, 13.006, 0.890], [-12.854, 10.471, -1.090], [-12.715, 11.855, -1.426], [-17.681, 7.758, -3.248], [-17.640, 9.180, -3.823], [-17.494, 9.195, -5.217], [-18.578, 7.183, -3.477], [-17.607, 7.821, -2.161], [-16.737, 7.277, -3.507], [-16.778, 9.694, -3.395], [-18.554, 9.719, -3.573], [-16.584, 8.935, -5.385], [-17.662, 7.686, -9.768], [-16.650, 8.303, -8.760], [-16.385, 7.478, -7.669], [-18.086, 8.437, -10.435], [-18.505, 7.224, -9.252], [-17.238, 6.872, -10.356], [-16.975, 9.315, -8.520], [-15.751, 8.291, -9.380], [-15.681, 7.798, -7.099], [-9.531, 8.906, -4.801], [-9.473, 9.936, -5.957], [-8.129, 9.827, -6.505], [-9.108, 7.937, -5.067], [-10.551, 8.824, -4.428], [-8.989, 9.294, -3.939], [-9.619, 10.973, -5.655], [-10.128, 9.683, -6.790], [-7.926, 10.678, -6.900], [-10.824, 12.109, -3.121], [-10.674, 10.993, -2.697], [-10.042, 13.110, -2.837], [-11.732, 12.419, -4.058], [-9.848, 13.852, -3.493], [-9.284, 12.885, -2.209], [-12.461, 11.761, -4.293], [-11.745, 13.363, -4.412], [-15.209, 14.182, -5.984], [-15.404, 15.388, -6.079], [-14.162, 13.506, -6.365], [-16.070, 13.389, -5.429], [-14.201, 12.513, -6.545], [-13.617, 14.161, -6.909], [-16.109, 12.382, -5.451], [-16.907, 13.842, -5.095], [-12.603, 6.257, -7.823], [-12.451, 5.330, -8.592], [-12.191, 6.195, -6.615], [-13.131, 7.432, -8.168], [-11.538, 5.491, -6.310], [-12.394, 7.011, -6.057], [-13.007, 8.266, -7.615], [-13.476, 7.407, -9.115], [-18.042, 12.195, -8.278], [-19.007, 12.799, -8.683], [-18.026, 11.412, -7.217], [-16.849, 12.376, -8.824], [-17.110, 11.061, -6.976], [-18.835, 11.198, -6.656], [-16.049, 11.836, -8.534], [-16.834, 13.218, -9.380]],
  "mulliken_charge": [-0.307, -0.251, -0.082, 0.023, 0.586, 1.253, 0.482, -1.273, -0.400, -0.368, -0.651, -0.743, 0.253, -0.893, 0.237, 0.412, 0.473, -0.026, 0.366, 0.268, 0.054, 0.428, -1.565, 2.614, -0.800, -0.491, -0.635, -0.549, 0.436, 0.249, 0.279, -1.423, 0.225, 0.528, 0.286, 0.205, 0.249, 0.246, 0.191, -0.945, 0.322, -0.420, 0.346, 0.361, -0.014, -0.357, 0.461, 0.009, -1.510, 0.809, -0.581, 0.374, 0.366, 0.359, -0.116, 0.012, 0.158, -0.359, 0.006, -0.584, 0.433, -0.342, 0.402, 0.136, 0.166, 0.307, 0.432, -0.620, -0.501, -0.142, 0.161, 0.300, -0.004, 0.204, 0.553, -0.772, -0.155, 0.063, 0.099, 0.218, -0.304, 0.186, 0.473, -0.766, -0.221, -0.151, 0.253, 0.012, 0.011, 0.164, 0.482, -0.742, -0.038, -0.305, -0.060, 0.091, 0.159, 0.232]
}

2) {
  "formula": "C18H56BF4N10O9",
  "method": "ωB97M-V with the def2-TZVPD basis set",
  "lumo_energy_ev": 2.292,
  "molar_mass_g_mol": 643.511,
  "total_charge": -1,
  "elements": ["B", "F", "F", "F", "F", "C", "C", "C", "O", "C", "N", "H", "H", "H", "H", "H", "H", "H", "H", "H", "H", "H", "C", "C", "C", "O", "C", "N", "H", "H", "H", "H", "H", "H", "H", "H", "H", "H", "H", "C", "C", "O", "H", "H", "H", "H", "H", "H", "C", "C", "O", "H", "H", "H", "H", "H", "H", "C", "C", "O", "H", "H", "H", "H", "H", "H", "C", "O", "N", "N", "H", "H", "H", "H", "C", "O", "N", "N", "H", "H", "H", "H", "C", "O", "N", "N", "H", "H", "H", "H", "C", "O", "N", "N", "H", "H", "H", "H"],
  "positions_angstrom": [[-0.098, -0.560, 0.302], [-0.098, -0.661, 1.698], [0.830, -1.548, -0.148], [-1.320, -0.714, -0.249], [0.272, 0.710, -0.036], [-3.063, 1.773, 1.766], [-3.261, 3.252, 1.644], [-2.089, 4.192, 1.599], [-2.392, 5.424, 1.017], [-1.290, 6.079, 0.428], [-4.182, 3.524, 0.545], [-4.068, 1.356, 1.828], [-2.465, 1.627, 2.665], [-2.493, 1.447, 0.896], [-3.883, 3.514, 2.501], [-1.302, 3.699, 1.028], [-1.865, 4.229, 2.665], [-0.639, 6.503, 1.193], [-1.725, 6.818, -0.244], [-0.715, 5.360, -0.156], [-3.841, 2.945, -0.209], [-3.908, 4.493, 0.458], [-0.516, -3.933, -5.033], [0.044, -3.711, -3.693], [1.470, -3.085, -3.733], [1.454, -1.888, -4.402], [2.548, -1.018, -4.179], [-0.726, -2.734, -2.995], [-1.170, -4.790, -5.193], [0.312, -3.845, -5.736], [-1.103, -3.065, -5.331], [-0.029, -4.687, -3.213], [2.171, -3.819, -4.130], [1.675, -2.931, -2.674], [2.506, -0.480, -5.127], [3.473, -1.438, -3.784], [2.243, -0.319, -3.401], [-0.370, -2.704, -2.050], [-0.442, -1.827, -3.336], [3.279, -1.067, 4.697], [2.629, 0.107, 3.998], [3.607, 0.768, 3.313], [3.571, -1.891, 4.045], [2.609, -1.601, 5.371], [4.122, -0.709, 5.288], [2.101, 0.753, 4.700], [1.785, -0.209, 3.385], [3.339, 0.472, 2.440], [5.544, -0.135, 1.097], [4.319, -0.785, 0.450], [3.086, -0.051, 0.719], [5.502, 0.914, 0.804], [6.486, -0.472, 0.666], [5.574, -0.195, 2.185], [4.238, -1.852, 0.657], [4.572, -0.829, -0.609], [2.385, -0.411, 0.171], [-0.196, 2.633, -3.185], [-0.755, 2.902, -1.781], [-1.716, 1.999, -1.326], [0.356, 1.695, -3.239], [0.377, 3.547, -3.342], [-0.972, 2.485, -3.936], [-1.256, 3.869, -1.821], [0.071, 3.048, -1.084], [-1.204, 1.341, -0.850], [2.571, 3.830, 0.980], [2.541, 5.049, 0.887], [3.532, 3.061, 0.487], [1.591, 3.076, 1.542], [4.257, 3.645, 0.096], [3.653, 2.066, 0.613], [1.661, 2.069, 1.563], [0.815, 3.556, 1.975], [-4.578, -0.069, -2.536], [-5.478, -0.759, -3.013], [-3.800, 0.742, -3.165], [-4.202, -0.149, -1.256], [-3.927, 0.774, -4.167], [-3.177, 1.328, -2.627], [-4.856, -0.592, -0.626], [-3.238, 0.084, -1.062], [0.295, -4.276, 3.649], [1.051, -4.960, 2.982], [0.026, -3.045, 3.439], [-0.290, -4.701, 4.694], [-0.759, -2.629, 3.919], [0.373, -2.715, 2.549], [-0.121, -5.693, 4.781], [-0.816, -4.100, 5.312], [-2.807, -4.078, 0.504], [-3.331, -5.159, 0.805], [-1.552, -3.824, 0.696], [-3.408, -3.094, -0.059], [-1.155, -2.941, 0.409], [-1.069, -4.521, 1.243], [-2.932, -2.203, -0.055], [-4.268, -3.287, -0.552]],
  "mulliken_charge": [1.091, -0.682, -0.748, 0.210, -0.441, -1.165, 0.232, 0.617, -0.488, -0.443, -0.948, 0.343, 0.469, 0.171, 0.476, -0.783, 0.406, 0.248, 0.238, 0.127, 0.261, 0.448, -1.448, 0.350, -0.724, -0.330, -0.651, -0.610, 0.362, 0.306, 0.324, 0.522, 0.471, 0.368, 0.281, 0.361, 0.077, 0.032, 0.252, -1.330, 0.817, -0.548, 0.250, 0.433, 0.307, 0.399, -0.447, 0.041, -1.265, -0.270, 0.117, 0.288, 0.413, 0.287, 0.428, 0.303, -0.181, -1.520, 0.072, 0.385, 0.152, 0.484, 0.274, 0.494, -0.050, -0.271, 0.514, -0.746, -0.326, -0.022, 0.194, 0.154, -0.092, 0.128, 0.380, -0.757, -0.243, -0.102, 0.183, 0.210, 0.223, 0.000, 0.756, -0.745, -0.217, -0.458, 0.185, -0.056, 0.258, 0.172, 0.538, -0.780, -0.267, -0.192, 0.053, 0.074, 0.152, 0.179]
}

Tell me which of them is the least stable. Sure, it is 2).

1) {
  "formula": "H4NPS",
  "method": "ωB97M-V with the def2-TZVPD basis set",
  "lumo_energy_ev": [-1.582, -1.588],
  "molar_mass_g_mol": 81.080,
  "elements": ["N", "P", "S", "H", "H", "H", "H"],
  "positions_angstrom": [[1.583, -0.330, -0.399], [-0.652, 1.189, 0.066], [-1.908, -0.500, -0.092], [2.171, 0.379, -0.766], [1.004, -0.799, -1.170], [-1.007, 1.309, 1.519], [-1.190, -1.248, 0.842]],
  "mulliken_charge": [-0.606, 0.123, -0.274, 0.207, 0.239, 0.099, 0.212]
}

2) {
  "formula": "H4NPS",
  "method": "ωB97M-V with the def2-TZVPD basis set",
  "lumo_energy_ev": [-1.302, -1.303],
  "smiles": "N=S.P",
  "molar_mass_g_mol": 81.080,
  "elements": ["N", "S", "H", "P", "H", "H", "H"],
  "positions_angstrom": [[-1.323, -3.896, -0.947], [-0.233, -2.822, -1.122], [-2.153, -3.526, -0.563], [1.458, 0.023, 1.098], [0.165, -0.566, 0.913], [1.387, 0.696, -0.027], [1.054, 1.124, 1.785]],
  "mulliken_charge": [-0.331, 0.065, 0.267, -0.074, 0.009, 0.028, 0.036]
}

Tell me which of them is the least stable. Sure, it is 1).